The following is a DFT calculation (ωB97M-V with the def2-TZVPD basis set) of a 2-piece molecular cluster, C6H17NO overall at a distorted geometry.

Summary:
Total energy: -368.70994 a.u.
Strongest force on any atom: 6.785 eV/Å
LUMO: 0.676 eV
Kohn-Sham gap: 9.28 eV
SMILES: CCCCCNC.O

Structure (XYZ):
```
25
C6H17NO ωB97M-V with the def2-TZVPD basis set
C -2.43 1.11 -0.72
C -1.70 0.56 0.47
C -0.16 0.60 0.34
C 0.32 -0.37 -0.79
C 0.44 -1.93 -0.36
N 1.37 -2.03 0.70
C 2.75 -1.78 0.15
H -2.53 0.47 -1.54
H -1.83 1.92 -1.01
H -3.45 1.46 -0.65
H -1.98 1.02 1.39
H -2.07 -0.52 0.64
H 0.39 1.44 0.29
H 0.20 0.04 1.26
H 1.24 -0.02 -1.17
H -0.26 -0.45 -1.73
H 0.80 -2.41 -1.33
H -0.43 -2.53 -0.27
H 1.47 -2.87 1.16
H 2.92 -0.68 0.09
H 3.38 -2.21 0.79
H 2.93 -2.09 -0.81
O -0.50 3.36 0.86
H -1.16 4.02 1.21
H 0.29 3.86 1.03
```